Formula: C5H16N2O2
Source: OMol25
Level of theory: wB97M-V/def2-TZVPD

Positions of all 25 atoms, in Å:
C 1.6130 -0.6808 2.1335
N 0.6154 -0.7533 1.0742
C 1.0647 -0.8541 -0.3289
C -0.0203 -0.2705 -1.2264
C 0.1198 -0.7402 -2.6633
N -0.0396 1.1967 -1.1586
C -1.0625 1.8315 -0.3673
O -2.3666 1.5689 -0.8415
H 1.1969 -0.9931 3.0900
H 2.0819 0.2988 2.1637
H 2.3928 -1.4400 1.9538
H -0.0033 -1.5369 1.2420
H 1.2313 -1.9235 -0.4933
H 2.0048 -0.3250 -0.4776
H -0.9874 -0.6334 -0.8529
H -0.7868 -0.6511 -3.2567
H 0.8769 -0.1268 -3.1733
H 0.6099 -1.7096 -2.7575
H -0.1512 1.5258 -2.1049
H -0.8959 2.9013 -0.4608
H -0.8760 1.5236 0.6288
H -2.9813 1.3903 -0.1262
O -1.6145 0.1368 2.6444
H -1.0679 0.1970 3.4324
H -0.9541 0.0676 1.9262

For the highest occupied orbital energy, the calculation gives -0.3315 Ha. The charge is 0. The relative energy (zero: lowest compared OMol25 entry of this formula, charge and spin) is 31.6 kcal per mole. Its total energy is -460.06617 Eh. Its gap between HOMO and LUMO is 0.3625 Eh. As for the SMILES: CNC[C@H](C)NCO.O. The largest force on an atom comes out at 1.54 eV/A.

The molecule's Löwdin atomic charges, reported in e, are given here:
1 C -0.120
2 N -0.161
3 C -0.182
4 C -0.402
5 C -0.059
6 N -0.004
7 C -0.292
8 O -0.039
9 H 0.075
10 H 0.082
11 H 0.076
12 H 0.109
13 H 0.116
14 H 0.125
15 H 0.138
16 H 0.082
17 H 0.082
18 H 0.073
19 H 0.096
20 H 0.118
21 H 0.081
22 H 0.084
23 O -0.082
24 H 0.026
25 H -0.023

=====

Formula: C35H55N7O5S2Si2Ti
Source: OMol25
Level of theory: wB97M-V/def2-TZVPD

Positions of all 107 atoms, in Å:
Ti 0.9390 1.3383 -0.3658
S 1.9643 3.4847 -0.3131
C 0.6065 3.7926 0.8222
N 0.7289 4.5493 1.8950
N 1.9746 5.1539 2.0420
C 2.1900 6.0621 3.0087
C 1.1982 6.3945 3.9591
C 1.4719 7.3144 4.9553
C 2.7098 7.9425 5.0611
C 3.6885 7.6208 4.1200
C 3.4461 6.7062 3.1171
N -0.5308 3.0963 0.6829
N -0.6656 2.3246 -0.4967
C -1.9140 2.5547 -1.0871
C -3.0477 2.7369 -0.2829
C -4.2882 2.9506 -0.8550
C -4.4317 3.0073 -2.2388
C -3.3048 2.8694 -3.0351
C -2.0549 2.6580 -2.4672
H 2.6650 5.0099 1.3151
H 0.2353 5.9128 3.8743
H 0.6911 7.5514 5.6713
H 2.9071 8.6613 5.8466
H 4.6629 8.0958 4.1716
H 4.2203 6.4675 2.3956
H -2.9138 2.7134 0.7897
H -5.1565 3.0689 -0.2157
H -5.4055 3.1710 -2.6855
H -3.3897 2.9390 -4.1140
H -1.1746 2.5947 -3.0883
C -3.8668 -1.0388 -1.4415
C -3.5154 -1.6370 -0.0824
C -4.0033 -3.0811 0.0158
C -4.1159 -0.8021 1.0436
O -2.1048 -1.5512 0.0868
Si -0.8441 -2.4891 -0.4025
S 0.8816 -1.3893 -0.4593
O -0.7744 -3.8585 0.5456
C -0.2654 -4.2596 1.8077
C -0.1715 -5.7830 1.7338
C 1.1111 -3.6753 2.1081
C -1.2662 -3.8673 2.8949
O -1.3608 -3.1594 -1.8327
C -0.8156 -4.2263 -2.5969
C -1.5068 -5.5173 -2.1596
C -1.1359 -3.9180 -4.0565
C 0.6964 -4.3501 -2.4183
H -4.9489 -1.0495 -1.6020
H -3.3802 -1.6129 -2.2317
H -3.5146 -0.0079 -1.4957
H -5.0936 -3.1109 -0.0621
H -3.7061 -3.5161 0.9722
H -3.5743 -3.6839 -0.7843
H -5.2010 -0.7266 0.9340
H -3.6880 0.2002 1.0197
H -3.8885 -1.2557 2.0117
H 0.5427 -6.0751 0.9610
H -1.1469 -6.2045 1.4802
H 0.1576 -6.1986 2.6895
H 1.8081 -3.9139 1.3024
H 1.4895 -4.1030 3.0414
H 1.0890 -2.5907 2.2003
H -2.2362 -4.3288 2.6953
H -1.3953 -2.7879 2.9164
H -0.9161 -4.1936 3.8781
H -2.5841 -5.4371 -2.3229
H -1.3262 -5.6841 -1.0972
H -1.1294 -6.3719 -2.7284
H -2.2109 -3.7684 -4.1760
H -0.8159 -4.7379 -4.7050
H -0.6289 -3.0029 -4.3630
H 0.9438 -4.6271 -1.3922
H 1.1824 -3.3990 -2.6382
H 1.0863 -5.1166 -3.0938
O 3.1776 -0.5839 1.9754
C 3.6876 -0.1802 0.9443
C 5.1387 -0.5110 0.5793
C 5.4173 0.3716 -0.6211
C 4.0482 0.9707 -0.9439
O 3.8562 1.6819 -1.9159
N 3.1109 0.6081 -0.0170
H 5.1748 -1.5769 0.3452
H 5.7796 -0.3364 1.4431
H 5.7916 -0.1506 -1.5014
H 6.1012 1.1946 -0.4054
N 0.9876 1.0303 3.9162
C 0.0193 0.0533 3.8021
C -0.2323 -0.0532 2.4716
N 0.5592 0.8275 1.7847
C 1.2805 1.4616 2.6772
H 1.4407 1.3431 4.7538
H -0.3979 -0.4513 4.6549
H -0.9453 -0.6652 1.9500
H 2.0046 2.2332 2.4753
C 1.1919 2.1849 -4.0372
Si 0.9003 0.6479 -2.9230
C 2.2442 -0.5554 -3.5332
C -0.6622 -0.2224 -3.5789
H 0.6568 2.1125 -4.9919
H 2.2632 2.2508 -4.2436
H 0.9080 3.1162 -3.5435
H 2.1197 -0.6870 -4.6155
H 2.1530 -1.5292 -3.0487
H 3.2429 -0.1578 -3.3495
H -0.5320 -0.4011 -4.6546
H -1.5884 0.3291 -3.4380
H -0.7754 -1.1909 -3.0895

For the highest occupied orbital energy, the calculation gives -0.0310 Ha. The charge is -2. The relative energy (zero: lowest compared OMol25 entry of this formula, charge and spin) is 20.2 kcal per mole. Its total energy is -4351.35873 Eh. Its gap between HOMO and LUMO is 0.1822 Eh. The largest force on an atom comes out at 0.55 eV/A.

Löwdin atomic charge list, values in e, 99 entries:
1 Ti 0.554
2 S 0.650
3 C -0.831
4 N -0.016
5 N -0.061
6 C -0.277
7 C -0.051
8 C -0.141
9 C -0.166
10 C -0.150
11 C -0.061
12 N -0.057
13 N -0.231
14 C -0.262
15 C -0.046
16 C -0.116
17 C -0.135
18 C -0.105
19 C -0.047
20 H 0.044
21 H 0.082
22 H 0.085
23 H 0.070
24 H 0.084
25 H 0.097
26 H 0.100
27 H 0.090
28 H 0.081
29 H 0.094
30 H 0.070
31 C -0.012
32 C -0.635
33 C -0.027
34 C -0.025
35 O -0.163
36 Si -0.114
37 S 0.471
38 O -0.158
39 C -0.651
40 C -0.047
41 C -0.051
42 C -0.027
43 O -0.172
44 C -0.647
45 C -0.033
46 C -0.032
47 C -0.042
48 H 0.084
49 H 0.078
50 H 0.077
51 H 0.082
52 H 0.072
53 H 0.069
54 H 0.081
55 H 0.074
56 H 0.080
57 H 0.080
58 H 0.079
59 H 0.077
60 H 0.082
61 H 0.084
62 H 0.047
63 H 0.075
64 H 0.070
65 H 0.082
66 H 0.079
67 H 0.067
68 H 0.079
69 H 0.086
70 H 0.079
71 H 0.070
72 H 0.072
73 H 0.051
74 H 0.084
75 O 0.013
76 C -0.532
77 C -0.100
78 C -0.096
79 C -0.559
80 O -0.036
81 N 0.008
82 H 0.113
83 H 0.105
84 H 0.109
85 H 0.112
86 N 0.079
87 C -0.087
88 C -0.138
89 N -0.030
90 C -0.185
91 H 0.147
92 H 0.098
93 H 0.074
94 H 0.123
95 C -0.250
96 Si 0.452
97 C -0.243
98 C -0.226
99 H 0.011

=====

Formula: C18H21BBaClF6N9O8S5
Source: OMol25
Level of theory: wB97M-V/def2-TZVPD

Positions of all 70 atoms, in Å:
Ba 1.0096 0.0428 -0.3493
C 1.2529 -4.3227 2.1921
C 1.2475 -3.2629 1.1323
N 2.0252 -2.2529 1.1177
N 3.0043 -2.2734 2.0927
C 3.2889 -1.1092 2.5960
N 4.3100 -1.1193 3.5294
S 2.5195 0.4162 2.3321
C 0.2536 -3.3859 0.0233
C 0.2880 -4.4796 -0.8361
C -0.6996 -4.6044 -1.7963
C -1.6821 -3.6314 -1.8813
C -1.6052 -2.5474 -1.0254
N -0.6628 -2.4227 -0.0896
H 1.1005 -3.8579 3.1660
H 2.2208 -4.8296 2.2178
H 0.4573 -5.0473 2.0258
H 4.9431 -1.8993 3.4546
H 4.7162 -0.2178 3.7096
H 1.0732 -5.2173 -0.7336
H -0.6974 -5.4459 -2.4787
H -2.4621 -3.6799 -2.6285
H -2.3011 -1.7177 -1.0960
F 4.3288 2.6298 -3.7813
C 3.2923 2.0480 -4.3863
F 3.7626 1.2520 -5.3500
F 2.5280 2.9810 -4.9341
S 2.3441 1.0848 -3.1310
O 3.1416 -0.0453 -2.7095
O 2.0525 2.0452 -2.1013
N 1.0718 0.6710 -3.9638
S 0.4688 -0.7803 -3.9900
O -0.6894 -0.8160 -4.8224
O 0.3950 -1.3801 -2.6724
C 1.6999 -1.8841 -4.8831
F 2.5933 -1.1683 -5.5675
F 2.3462 -2.6745 -4.0314
F 1.0431 -2.6626 -5.7530
C -2.8223 -0.7712 2.0633
N -1.9305 0.3672 2.1986
C -1.3199 0.7701 3.3694
C -0.5746 1.8507 3.0602
N -0.7241 2.1143 1.7104
B 0.0062 3.2809 0.9609
N -1.1142 4.1484 0.2987
C -2.3568 4.3047 0.8749
C -3.0973 5.1155 0.0958
N -2.2927 5.4719 -0.9697
C -2.6999 6.2985 -2.0743
C -1.0596 4.8857 -0.8336
S 0.2474 5.1327 -1.8806
C -1.5488 1.1805 1.1825
S -1.9948 1.0293 -0.4733
H -2.9708 -1.2155 3.0428
H -2.3653 -1.5131 1.4165
H -3.7698 -0.4396 1.6385
H -1.4251 0.2144 4.2844
H 0.0722 2.4508 3.6718
H 0.7773 2.8628 0.1340
H 0.5726 3.9274 1.8145
H -2.6206 3.7932 1.7834
H -4.1154 5.4508 0.1844
H -3.0050 7.2873 -1.7234
H -3.5284 5.8348 -2.6141
H -1.8423 6.3969 -2.7371
O -1.2545 -2.0834 6.1563
Cl -1.2921 -2.9364 4.9880
O -2.6676 -3.2807 4.6876
O -0.5331 -4.1414 5.2323
O -0.7290 -2.2225 3.8595

For the highest occupied orbital energy, the calculation gives -0.0912 Ha. The charge is -2. The relative energy (zero: lowest compared OMol25 entry of this formula, charge and spin) is 0.0 kcal per mole. Its total energy is -4893.98766 Eh. Its gap between HOMO and LUMO is 0.2358 Eh. The largest force on an atom comes out at 0.78 eV/A.

The molecule's Löwdin atomic charges, reported in e, are given here:
1 Ba 1.627
2 C -0.029
3 C -0.308
4 N -0.078
5 N -0.038
6 C -0.933
7 N 0.021
8 S 0.422
9 C -0.256
10 C -0.015
11 C -0.066
12 C -0.064
13 C -0.172
14 N 0.043
15 H 0.060
16 H 0.077
17 H 0.080
18 H 0.070
19 H 0.046
20 H 0.117
21 H 0.102
22 H 0.104
23 H 0.069
24 F 0.142
25 C -0.676
26 F 0.129
27 F 0.154
28 S 0.510
29 O -0.323
30 O -0.395
31 N -0.284
32 S 0.590
33 O -0.263
34 O -0.441
35 C -0.651
36 F 0.123
37 F 0.137
38 F 0.120
39 C -0.031
40 N -0.096
41 C -0.042
42 C -0.100
43 N -0.059
44 B -0.526
45 N -0.012
46 C -0.089
47 C -0.076
48 N -0.147
49 C -0.075
50 C -0.776
51 S 0.524
52 C -0.830
53 S 0.523
54 H 0.073
55 H 0.060
56 H 0.084
57 H 0.113
58 H 0.112
59 H 0.022
60 H 0.081
61 H 0.118
62 H 0.102
63 H 0.081
64 H 0.084
65 H 0.024
66 O -0.381
67 Cl 0.634
68 O -0.389
69 O -0.378
70 O -0.380

=====

Question: Among the records above, which one has the highest gap between HOMO and LUMO?
Answer: C5H16N2O2

=====

Question: Which of these has the highest charge?
Answer: C5H16N2O2